# 1
{
  "formula": "C8H12B3CaF12O6",
  "method": "ωB97M-V/def2-TZVPD",
  "total_energy_ha": -2714.8549,
  "lumo_energy_ev": 1.44,
  "e_above_lowest_kj_mol": 52.8,
  "fmax_ha_per_bohr": 0.102,
  "total_charge": -1,
  "symbols": ["Ca", "B", "F", "F", "F", "F", "B", "F", "F", "F", "F", "B", "F", "F", "F", "F", "C", "C", "C", "O", "C", "O", "O", "H", "H", "H", "H", "H", "H", "C", "C", "C", "O", "C", "O", "O", "H", "H", "H", "H", "H", "H"],
  "positions_angstrom": [[0.848, 9.754, -24.230], [0.819, 12.863, -25.881], [0.995, 14.100, -26.523], [-0.195, 12.864, -24.897], [0.570, 11.890, -26.833], [1.989, 12.425, -25.294], [-2.407, 8.515, -25.426], [-1.172, 8.106, -25.797], [-2.348, 9.343, -24.355], [-3.032, 9.271, -26.344], [-3.178, 7.405, -25.129], [3.864, 7.958, -23.389], [2.746, 7.374, -23.963], [4.563, 7.128, -22.518], [4.631, 8.293, -24.463], [3.462, 9.185, -22.846], [-2.846, 2.794, -21.687], [-3.057, 4.366, -21.772], [-3.340, 5.020, -20.432], [-2.524, 6.151, -20.332], [-1.649, 6.095, -21.361], [-0.791, 6.973, -21.562], [-1.869, 4.980, -22.043], [-2.126, 2.566, -20.902], [-2.442, 2.421, -22.629], [-3.711, 2.168, -21.467], [-3.726, 4.764, -22.535], [-3.108, 4.356, -19.599], [-4.323, 5.425, -20.675], [1.229, 13.446, -16.647], [0.387, 13.733, -17.912], [0.867, 14.718, -18.940], [0.692, 14.169, -20.182], [0.576, 12.865, -19.985], [0.575, 11.982, -20.861], [0.583, 12.604, -18.619], [1.050, 14.356, -16.074], [2.294, 13.287, -16.816], [0.799, 12.606, -16.101], [-0.630, 14.017, -17.640], [1.919, 14.957, -18.786], [0.227, 15.597, -18.865]]
}

# 2
{
  "formula": "C8H12BO4",
  "method": "ωB97M-V/def2-TZVPD",
  "total_energy_ha": -637.8096,
  "lumo_energy_ev": 3.46,
  "fmax_ha_per_bohr": 0.052,
  "total_charge": -1,
  "symbols": ["C", "C", "C", "C", "O", "B", "O", "C", "C", "O", "C", "C", "O", "H", "H", "H", "H", "H", "H", "H", "H", "H", "H", "H", "H"],
  "positions_angstrom": [[4.040, -0.819, 0.274], [3.137, -0.193, 0.824], [1.984, 0.792, 1.281], [0.772, 0.557, 0.273], [1.359, 0.887, -1.018], [0.124, 0.954, -1.861], [-0.674, 1.945, -1.078], [-0.487, 1.564, 0.291], [-1.923, 1.001, 0.729], [-1.951, -0.409, 1.067], [-2.272, -1.222, -0.024], [-1.397, -2.549, -0.207], [-3.178, -1.040, -0.818], [4.716, -1.263, -0.505], [1.654, 0.524, 2.327], [2.370, 1.859, 1.190], [0.607, -0.562, 0.275], [-0.254, -0.202, -1.818], [0.259, 1.437, -2.957], [-0.253, 2.425, 0.995], [-2.653, 1.292, -0.091], [-2.247, 1.614, 1.640], [-1.489, -3.130, 0.760], [-1.829, -3.180, -1.049], [-0.329, -2.289, -0.464]]
}

# 3
{
  "formula": "C8H12BrN3O3",
  "method": "ωB97M-V/def2-TZVPD",
  "total_energy_ha": -3275.7608,
  "lumo_energy_ev": [-0.76, -0.76],
  "e_above_lowest_kj_mol": 325.1,
  "fmax_ha_per_bohr": 0.103,
  "total_charge": 0,
  "symbols": ["C", "C", "C", "C", "C", "C", "C", "C", "N", "N", "N", "O", "O", "O", "Br", "H", "H", "H", "H", "H", "H", "H", "H", "H", "H", "H", "H"],
  "positions_angstrom": [[0.030, 0.835, -0.069], [0.741, 3.153, 1.282], [-0.435, -1.920, -1.432], [-1.619, -1.619, -0.534], [0.667, -2.656, -0.632], [0.109, -1.676, 1.413], [-1.170, -0.979, 0.812], [-0.052, 2.201, -0.518], [1.765, 3.752, 1.142], [-0.956, 0.373, 0.439], [0.923, 2.780, -1.351], [0.576, 3.870, -1.871], [1.978, 2.284, -1.569], [1.084, -1.847, 0.445], [-0.549, 2.796, 2.532], [0.941, 0.212, -0.114], [-0.772, -2.595, -2.282], [-0.015, -0.915, -1.970], [-2.532, -1.130, -0.931], [-2.236, -2.482, -0.339], [0.146, -3.537, -0.249], [1.455, -2.861, -1.219], [0.597, -1.032, 2.190], [-0.340, -2.652, 1.712], [-1.875, -0.863, 1.661], [-0.981, 2.685, -0.387], [2.519, 3.823, 1.842]]
}